The following is a quantum chemistry calculation of C3H4AgLi2O2 as an isolated structure, from OMol25.

```
12
C3H4AgLi2O2 | OMol25 | ωB97M-V/def2-TZVPD
O 0.3913 0.3127 0.6943
C 0.1326 0.2222 -0.6244
C -0.3244 1.4506 1.4076
O 0.7982 -0.6824 -1.1859
C 0.7090 2.5414 1.4036
Ag -0.7374 -1.9422 -2.8337
H -0.5670 1.1423 2.4356
H -1.3891 1.3501 1.1703
H 0.8579 2.3413 2.4775
H 1.4759 3.3332 1.2943
Li -0.1013 3.6440 -0.2673
Li 2.6633 1.4698 1.7686
```

Its total charge is 0. Its spin multiplicity is 2. The value obtained for the HOMO energy (spin up / spin down) is -4.70 / -6.06 eV. For the energy above the lowest of the compared OMol25 structures with the same formula, charge and spin, the calculation gives 48.4 kcal/mol. The expectation value of S² is 0.75.

natural (NBO) population analysis, charges in e, atoms 1 to 2: -0.643, 0.273

***

The following is a quantum chemistry calculation of a 6-piece molecular cluster, C39H41BrI2N6O12P overall, from OMol25.

```
102
C39H41BrI2N6O12P | OMol25 | ωB97M-V/def2-TZVPD
C 1.1884 2.1255 2.8231
C 1.6630 1.7228 1.3108
N 2.1438 0.3119 1.2358
Br 3.9114 0.3846 1.9127
C 2.0823 -0.2823 -0.1286
C 2.9179 0.4608 -1.2673
O 3.5723 1.5434 -1.1568
O 2.9699 -0.1941 -2.5048
C 0.5600 -0.5814 -0.6485
I -0.2171 0.9516 -2.0046
C -0.4409 -1.0309 0.5132
C -1.2379 0.1200 1.2748
I -1.9758 -2.2922 -0.4782
P 2.8620 -2.0513 -0.0080
C 4.6747 -2.0549 -0.5063
C 2.5377 -2.8409 1.6728
H 0.0955 2.5003 2.7541
H 1.7802 3.0260 3.2328
H 1.1769 1.2367 3.5357
H 0.7899 1.9842 0.6334
H 2.5627 2.4127 1.0969
H 0.6883 -1.5100 -1.3235
H 0.0357 -1.7198 1.2951
H -1.1633 1.1652 0.8380
H -0.7986 0.1873 2.3445
H -2.3382 -0.1904 1.4370
H 5.3801 -1.5876 0.2851
H 4.9105 -1.5527 -1.5003
H 5.0262 -3.1535 -0.6036
H 3.5067 -3.1005 2.2516
H 1.8521 -2.2282 2.3637
H 2.0103 -3.8467 1.5021
C -4.9781 -0.1975 -6.4535
C -5.0333 0.6072 -5.3189
C -5.2645 0.0371 -4.0720
C -5.4350 -1.3425 -3.9720
C -5.3882 -2.1526 -5.1046
C -5.1591 -1.5737 -6.3482
N -5.6536 -1.9495 -2.6573
O -5.7065 -1.2063 -1.6880
O -5.7655 -3.1661 -2.6023
H -4.7917 0.2504 -7.4250
H -4.8924 1.6794 -5.4068
H -5.3048 0.6747 -3.1957
H -5.5242 -3.2261 -5.0354
H -5.1175 -2.1956 -7.2361
C 1.6950 -5.8021 -3.2970
C 2.0155 -4.9873 -4.3789
C 1.0088 -4.4946 -5.2020
C -0.3181 -4.8212 -4.9288
C -0.6445 -5.6425 -3.8517
C 0.3686 -6.1330 -3.0357
N -1.3847 -4.2840 -5.7773
O -1.0610 -3.5824 -6.7249
O -2.5401 -4.5650 -5.4884
H 2.4833 -6.1800 -2.6531
H 3.0510 -4.7335 -4.5783
H 1.2717 -3.8605 -6.0413
H -1.6742 -5.9048 -3.6350
H 0.1247 -6.7704 -2.1924
C 4.2722 -3.6699 8.3150
C 2.9438 -3.7626 7.9108
C 2.6345 -4.2172 6.6334
C 3.6652 -4.5811 5.7695
C 4.9973 -4.4836 6.1652
C 5.2975 -4.0251 7.4436
N 3.3433 -5.0842 4.4321
O 2.1654 -5.1379 4.1132
O 4.2712 -5.4246 3.7131
H 4.5097 -3.3196 9.3150
H 2.1485 -3.4828 8.5937
H 1.5955 -4.2849 6.3305
H 5.8050 -4.7602 5.4967
H 6.3314 -3.9480 7.7629
C -7.9648 4.6897 -0.6193
C -7.1027 5.7285 -0.9581
C -6.3166 5.6364 -2.1015
C -6.4058 4.4992 -2.9018
C -7.2612 3.4525 -2.5642
C -8.0415 3.5521 -1.4174
N -5.5987 4.4079 -4.1202
O -4.8457 5.3349 -4.3757
O -5.7279 3.4089 -4.8149
H -8.5811 4.7675 0.2713
H -7.0459 6.6122 -0.3314
H -5.6490 6.4524 -2.3546
H -7.3324 2.5620 -3.1795
H -8.7129 2.7442 -1.1468
C 4.5638 7.3479 1.4918
C 4.5157 8.1541 2.6256
C 4.2808 7.5877 3.8738
C 4.0996 6.2095 3.9755
C 4.1392 5.3981 2.8432
C 4.3718 5.9737 1.5986
N 3.8770 5.6057 5.2915
O 3.8299 6.3519 6.2607
O 3.7549 4.3918 5.3480
H 4.7529 7.7930 0.5196
H 4.6646 9.2252 2.5361
H 4.2457 8.2265 4.7491
H 3.9942 4.3248 2.9122
H 4.4074 5.3502 0.7112
```

Its total charge is -1. The value obtained for the HOMO energy is -4.36 eV.

Mulliken population analysis, charges in e, atoms 1 to 2: -0.948, -0.004

***

The following is a quantum chemistry calculation of a 2-piece molecular cluster, C2H5BrSi overall, from OMol25.

```
9
C2H5BrSi | OMol25 | ωB97M-V/def2-TZVPD
C 1.0532 1.5038 0.1727
C 1.8303 0.4593 -0.0753
Si -3.0169 -1.8602 0.3214
Br 1.8234 -1.3115 0.7162
H 0.2251 1.3876 0.7572
H 1.3544 2.4668 -0.2403
H -2.7945 -2.7803 -0.8487
H 2.7920 0.5612 -0.6619
H -3.2670 -0.4267 -0.1412
```

Its total charge is 0. The value obtained for the HOMO energy is -8.26 eV. For the energy above the lowest of the compared OMol25 structures with the same formula, charge and spin, the calculation gives 94.4 kcal/mol.

natural (NBO) population analysis, charges in e, atoms 1 to 2: -0.414, -0.248

***

The following is a quantum chemistry calculation of one molecule with the formula C17H28N4O3, from OMol25.

```
52
C17H28N4O3 | OMol25 | ωB97M-V/def2-TZVPD
C 7.3668 -1.1132 1.0129
C 6.0157 -0.4089 0.9634
C 5.9085 0.4980 -0.2604
C 4.6283 1.3337 -0.3150
C 3.3489 0.4960 -0.4266
C 2.6667 0.2933 0.9266
N 1.5467 -0.6332 0.8149
C 1.8405 -1.9768 0.9133
O 2.9615 -2.3889 1.1029
N 0.7711 -2.8291 0.7919
C -0.5565 -2.4960 0.5638
O -1.3997 -3.3657 0.4801
C -0.7935 -1.0731 0.4459
C -2.0842 -0.6509 0.1743
N -2.4453 0.6059 0.0761
C -3.7370 1.0716 -0.3502
C -4.1285 2.3164 0.4473
C -5.4845 2.8477 -0.0067
C -5.4583 3.1653 -1.4981
C -5.0790 1.9240 -2.2983
C -3.7099 1.3796 -1.8628
N -3.2893 0.1821 -2.5663
C 0.2832 -0.1196 0.5765
O 0.1249 1.0965 0.4917
H 7.4260 -1.7625 1.8831
H 8.1781 -0.3893 1.0673
H 7.5111 -1.7215 0.1227
H 5.2280 -1.1625 0.9402
H 5.8907 0.1910 1.8685
H 6.7632 1.1805 -0.2673
H 5.9724 -0.1137 -1.1635
H 4.5699 1.9684 0.5718
H 4.6969 1.9936 -1.1824
H 2.6355 0.9869 -1.0920
H 3.5872 -0.4805 -0.8519
H 2.2662 1.2404 1.2923
H 3.3652 -0.1229 1.6519
H 0.9848 -3.8165 0.8742
H -2.8414 -1.4182 0.0607
H -1.6708 1.2747 0.1431
H -4.4624 0.2686 -0.1732
H -4.1566 2.0693 1.5098
H -3.3663 3.0842 0.2995
H -5.7353 3.7448 0.5611
H -6.2548 2.0995 0.1927
H -6.4367 3.5262 -1.8196
H -4.7299 3.9561 -1.6891
H -5.8341 1.1470 -2.1485
H -5.0492 2.1604 -3.3648
H -2.9433 2.1425 -2.0429
H -4.0021 -0.5378 -2.5083
H -3.1222 0.3769 -3.5459
```

Its total charge is 0. The value obtained for the HOMO energy is -8.63 eV. For the energy above the lowest of the compared OMol25 structures with the same formula, charge and spin, the calculation gives 0.0 kcal/mol.

natural (NBO) population analysis, charges in e, atoms 1 to 2: -0.597, -0.411

***

The following is a quantum chemistry calculation of one molecule with the formula C2H4N4, from OMol25.

```
10
C2H4N4 | OMol25 | ωB97M-V/def2-TZVPD
C 1.5856 -0.2108 0.1070
N 0.1401 -0.1233 0.1436
N -0.8139 -0.8867 0.6379
C -1.8871 -0.1726 0.3103
N -1.5898 0.9616 -0.3476
N -0.3037 0.9733 -0.4425
H 2.0282 -0.2097 1.1085
H 1.6902 0.7432 -0.4427
H 1.9390 -1.0953 -0.4334
H -2.9056 -0.4404 0.5302
```

Its total charge is 0. The value obtained for the HOMO energy is -10.72 eV. For the energy above the lowest of the compared OMol25 structures with the same formula, charge and spin, the calculation gives 38.8 kcal/mol.

natural (NBO) population analysis, charges in e, atoms 1 to 2: -0.420, 0.002

***

The following is a quantum chemistry calculation of C5H8O2 as an isolated structure, from OMol25.

```
15
C5H8O2 | OMol25 | ωB97M-V/def2-TZVPD
C 1.8208 -0.0718 0.6440
C 0.5819 0.1076 -0.1719
C -0.1383 -0.8495 -1.0770
C -0.8626 -0.2009 0.0798
O -1.4217 -0.9182 1.1183
C -1.0995 1.2741 -0.1758
O 0.2717 1.4438 -0.5902
H 2.7141 -0.2107 0.0286
H 1.7199 -0.9228 1.3227
H 1.9537 0.8340 1.2424
H -0.3388 -0.5720 -2.1109
H 0.0731 -1.9029 -0.9056
H -2.1760 -1.4073 0.7649
H -1.8191 1.5943 -0.9383
H -1.2791 1.8023 0.7689
```

Its total charge is 0. The value obtained for the HOMO energy is -9.14 eV. For the energy above the lowest of the compared OMol25 structures with the same formula, charge and spin, the calculation gives 56.8 kcal/mol.

natural (NBO) population analysis, charges in e, atoms 1 to 2: -0.635, 0.248

***

Question: Which value of total charge does entry 6 give?
Answer: 0

***

Question: Among the records above, which one has the lowest total charge?
Answer: C39H41BrI2N6O12P